Below is 2 unconnected molecules or ions with the total composition C4H8O4, with properties calculated with ωB97M-V/def2-TZVPD.

The geometry in XYZ format:
```
16
Properties=species:S:1:pos:R:3:forces:R:3:mulliken_charge:R:1
O -1.3203 1.8635 1.3806 -0.2571 -0.7857 -1.8827 -0.5575
O -1.2953 1.8498 -0.9192 -0.0358 0.9704 0.4614 -0.4597
C -1.5302 1.3062 0.3170 -0.5075 -0.3599 0.4440 0.7167
C -2.1793 -0.1124 0.1250 0.2162 0.7208 0.6263 -0.8224
H -1.1376 2.8327 -0.8884 0.0213 -1.3605 0.4461 0.3399
H -1.4555 -0.8693 -0.2212 -0.1535 0.4716 0.1335 0.1953
H -3.0113 -0.0648 -0.5977 0.4796 0.1507 0.2356 0.3128
H -2.5800 -0.4299 1.1023 0.2882 0.1355 -0.4389 0.2731
O 0.8533 -1.9988 0.7205 0.8837 1.3723 0.1624 -0.5482
O 1.9753 -0.0973 1.3576 -0.6192 -1.0350 -0.0165 -0.4637
C 1.5764 -1.0546 0.4543 -0.1754 -0.8955 -0.4505 0.6446
C 2.0656 -0.8018 -0.9998 -0.0089 0.6712 0.7710 -0.7491
H 1.5930 -0.3019 2.2542 0.2917 0.0566 -1.2704 0.3535
H 1.2232 -0.2550 -1.4558 0.3758 -0.1227 -0.0637 0.1678
H 2.2617 -1.7078 -1.5977 -0.3263 0.2143 0.7309 0.2952
H 2.9610 -0.1586 -1.0317 -0.4729 -0.2041 0.1114 0.3017
```
Forces are in eV/Å.

Calculated values
Energy relative to the best compared isomer or geometry (same formula, charge and spin)   19.6 kcal per mole
E_tot   -458.2019 a.u.
Max |F|   2.06 eV/Å
Gap between HOMO and LUMO   11.19 eV


Below is C4H8O4 in the gas phase, with properties calculated with ωB97M-V/def2-TZVPD.

The geometry in XYZ format:
```
16
Properties=species:S:1:pos:R:3:forces:R:3:mulliken_charge:R:1
C -0.4151 1.0112 -0.2258 -1.0049 -2.5472 2.3986 0.4435
C 0.9809 -0.7783 1.3485 0.3287 -0.3711 -0.4435 -1.3364
C -1.1262 -0.2787 -0.2249 -0.2639 -1.0113 -3.2304 -0.0864
C -0.3826 -0.2342 1.0367 0.8813 1.9341 -0.9588 -0.0659
O -0.9152 -1.2433 -1.3732 0.0305 0.9862 1.4907 -0.3023
O 0.4950 -1.3605 -1.6482 -0.1805 -0.3467 0.0234 -0.3650
O -1.1033 2.1527 0.0524 -0.3365 0.6817 0.2677 -0.5157
O 0.6267 1.1934 -1.0668 1.6226 0.3777 -0.1742 -0.6108
H 0.5960 -0.8611 -2.4735 -0.2906 0.0096 0.1624 0.3332
H -1.0011 2.8023 -0.6566 0.1101 -0.2846 -0.0383 0.3386
H 1.4379 0.7080 -0.8160 -0.7344 0.2569 0.0672 0.3777
H -2.2055 -0.2005 -0.1549 -0.0196 -0.1546 0.0794 0.3569
H -1.0246 -0.1274 1.9035 0.0196 0.3898 -0.0536 0.4243
H 0.9079 -1.4958 2.1651 0.1555 0.1182 0.1261 0.3772
H 1.4548 -1.3121 0.5247 -0.2541 -0.0328 -0.0885 0.3261
H 1.6744 0.0243 1.6090 -0.0639 -0.0058 0.3718 0.3051
```
Forces are in eV/Å.

Calculated values
Energy relative to the best compared isomer or geometry (same formula, charge and spin)   155.1 kcal per mole
E_tot   -457.9861 a.u.
Max |F|   3.64 eV/Å
Gap between HOMO and LUMO   8.82 eV


Below is 2 unconnected molecules or ions with the total composition C4H8O4, with properties calculated with ωB97M-V/def2-TZVPD.

The geometry in XYZ format:
```
16
Properties=species:S:1:pos:R:3:forces:R:3:mulliken_charge:R:1
C 2.2299 -0.4413 -0.2292 0.3863 -0.4725 0.6336 -1.0709
C 1.3561 0.5007 0.5366 -0.4668 2.1953 -1.2978 0.6271
O -0.7069 -0.8980 0.7898 -1.1915 1.7213 -2.8466 -0.2196
O -1.2646 -0.2292 1.9330 0.5692 -0.1353 -0.4524 -0.3336
O 1.6560 1.1204 1.5381 -0.2621 -1.0263 -0.2381 -0.5405
H -0.4475 -0.0659 2.4426 -0.2464 0.1633 -0.1957 0.3366
H 1.7415 -1.4044 -0.3783 -0.1730 0.0818 -0.1508 0.3006
H 2.4408 0.0061 -1.2038 -0.0767 -0.0424 0.0471 0.2947
H 3.1617 -0.6261 0.3084 -0.0037 0.1135 -0.0592 0.3601
C -1.1930 -0.1537 -0.5481 -1.4925 -1.9455 2.3313 0.2789
C -1.9455 0.9438 -0.5662 0.8901 -0.0473 0.5270 -0.5923
O -1.0663 -1.0361 -1.5636 -0.1151 -0.1005 0.4171 -0.4810
H -1.9460 -1.3875 -1.7899 0.4682 0.0015 0.1650 0.3627
H 0.4237 0.8341 -0.0790 1.6926 -0.2856 1.1095 0.1156
H -2.6071 1.1455 -1.3992 0.5178 0.1267 -0.2458 0.2510
H -1.8329 1.6914 0.2087 -0.4965 -0.3482 0.2558 0.3109
```
Forces are in eV/Å.

Calculated values
Energy relative to the best compared isomer or geometry (same formula, charge and spin)   160.1 kcal per mole
E_tot   -457.9780 a.u.
Max |F|   3.53 eV/Å
Gap between HOMO and LUMO   9.58 eV


Below is a molecular structure, C4H8O4, with properties calculated with ωB97M-V/def2-TZVPD.

The geometry in XYZ format:
```
16
Properties=species:S:1:pos:R:3:forces:R:3:mulliken_charge:R:1
C -0.8553 0.5009 0.0080 -1.4254 -0.9949 -0.2100 0.6855
C 0.0606 -0.6852 -0.1254 2.5379 3.8159 2.1516 0.5485
C -2.4095 0.3769 0.0666 3.3899 1.7386 1.2088 -1.3392
C 1.9406 -0.2348 0.5011 -2.7738 -1.0548 -3.6855 -0.8930
O -0.3553 0.0642 -1.2351 1.1063 -0.5130 -1.0903 -0.4938
O -0.4568 1.7292 0.4414 1.2892 0.3588 0.4271 -0.5342
O -0.2831 -1.9669 0.0175 1.4498 -1.7362 -2.5291 -0.4751
O 2.6549 0.4768 -0.4606 -0.1924 0.3112 0.3376 -0.4423
H -2.6149 -0.5109 -0.3764 -1.0082 -2.6490 -1.3011 0.3750
H -2.8460 1.2043 -0.4542 -0.2952 0.4868 -0.0737 0.3468
H -2.6011 0.3393 1.1103 -0.9107 0.1816 0.8581 0.3398
H 2.4435 -1.1425 0.7860 -0.2020 -0.2828 0.6639 0.3053
H 1.7207 0.5363 1.1346 -0.4939 0.8552 2.8833 0.4907
H 0.5274 1.7838 0.5217 -1.2280 -0.0998 -0.3398 0.3540
H 0.2734 -2.3706 -0.7514 -1.6484 0.1924 2.0057 0.4181
H 2.8010 -0.1007 -1.1840 0.4050 -0.6099 -1.3064 0.3138
```
Forces are in eV/Å.

Calculated values
Energy relative to the best compared isomer or geometry (same formula, charge and spin)   116.5 kcal per mole
E_tot   -458.0475 a.u.
Max |F|   5.06 eV/Å
Gap between HOMO and LUMO   9.39 eV


Below is C4H8O4S in the gas phase, with properties calculated with ωB97M-V/def2-TZVPD.

The geometry in XYZ format:
```
17
Properties=species:S:1:pos:R:3:forces:R:3:mulliken_charge:R:1
C 0.3558 -0.7221 -0.4049 0.0299 3.0969 0.6858 0.2442
C 0.3770 -1.9791 0.3321 -1.8305 -0.0338 -1.0497 -1.3391
C -1.2624 0.9430 0.7213 0.5167 -2.7216 -0.9034 -0.5187
C -0.7907 0.1723 -0.6031 -3.3761 -1.6540 -0.1151 0.1243
O 1.9991 1.2158 -1.0951 0.2974 2.9946 -1.7112 -0.5790
O 2.7779 -0.5946 0.3181 0.0257 1.2116 0.5403 -0.6349
O -0.1692 1.6879 1.1555 0.1868 -2.8053 1.5030 -0.4608
O -0.6808 1.1107 -1.6440 -0.1078 -0.1987 -0.0834 -0.5339
S 1.6745 0.2470 -0.1352 2.2040 -4.7525 0.8212 0.9569
H 0.0906 -2.6792 -0.4430 -0.0645 -0.7508 -0.0117 0.3543
H 1.3872 -2.0654 0.5476 1.5361 -1.1812 1.0708 0.4860
H -0.3252 -2.0691 1.1510 0.0482 0.0274 0.3579 0.3253
H -1.6019 0.1256 1.4264 0.7271 1.0727 -0.2076 0.2945
H -2.1351 1.5107 0.4761 -0.3462 0.6472 -0.2461 0.3649
H -1.6271 -0.6386 -0.8053 0.8725 1.7840 -0.0387 0.2382
H -0.3090 2.5623 0.9561 -0.3960 3.2646 -0.7910 0.2846
H 0.2393 1.1727 -1.9536 -0.3231 -0.0011 0.1790 0.3933
```
Forces are in eV/Å.

Calculated values
Energy relative to the best compared isomer or geometry (same formula, charge and spin)   67.8 kcal per mole
E_tot   -856.2271 a.u.
Max |F|   5.30 eV/Å
Gap between HOMO and LUMO (spin up / spin down)   8.08 / 8.08 eV


Below is C4H8OP2 in the gas phase, with properties calculated with ωB97M-V/def2-TZVPD.

The geometry in XYZ format:
```
15
Properties=species:S:1:pos:R:3:forces:R:3:mulliken_charge:R:1
C -2.4140 0.2979 0.0387 1.0510 -1.7063 0.0489 -0.7669
C 0.2557 -0.4799 -0.8425 -0.0325 0.1170 2.0691 -0.3192
C 1.7473 0.4585 1.0222 0.4065 0.7396 -0.7002 -1.3304
C 0.9546 -0.6942 0.4986 0.2842 -3.2236 1.0824 -0.1762
O -1.1850 1.6560 -2.0494 -0.0002 2.0968 -1.2697 -0.6871
P -0.9520 -1.5954 -1.6208 -0.5743 -0.0128 -0.0746 -0.1265
P -1.2003 0.5444 -1.1397 -0.0794 -2.3245 1.2747 0.6160
H -3.3562 0.6768 -0.1208 -1.9236 1.6213 -0.8797 0.3592
H -2.6341 -0.5773 0.6439 1.3401 -0.0572 0.4132 0.3200
H 0.9258 -0.0564 -1.5316 0.9265 0.5614 -1.3830 0.4990
H 1.2181 1.3730 0.9847 -0.9911 1.0767 -0.2274 0.3693
H 2.6073 0.6349 0.4032 0.5246 -0.0004 -0.5690 0.3307
H 2.1478 0.4763 2.0086 0.0315 -0.9500 1.0157 0.3933
H 0.2165 -1.0977 1.2218 0.0978 0.6633 -0.2014 0.2520
H 1.6687 -1.6170 0.4831 -1.0611 1.3988 -0.5987 0.2668
```
Forces are in eV/Å.

Calculated values
Energy relative to the best compared isomer or geometry (same formula, charge and spin)   31.6 kcal per mole
E_tot   -915.0357 a.u.
Max |F|   3.41 eV/Å
Gap between HOMO and LUMO (spin up / spin down)   7.19 / 6.79 eV


Copy entry 3 word for word.
Below is 2 unconnected molecules or ions with the total composition C4H8O4, with properties calculated with ωB97M-V/def2-TZVPD.

The geometry in XYZ format:
```
16
Properties=species:S:1:pos:R:3:forces:R:3:mulliken_charge:R:1
C 2.2299 -0.4413 -0.2292 0.3863 -0.4725 0.6336 -1.0709
C 1.3561 0.5007 0.5366 -0.4668 2.1953 -1.2978 0.6271
O -0.7069 -0.8980 0.7898 -1.1915 1.7213 -2.8466 -0.2196
O -1.2646 -0.2292 1.9330 0.5692 -0.1353 -0.4524 -0.3336
O 1.6560 1.1204 1.5381 -0.2621 -1.0263 -0.2381 -0.5405
H -0.4475 -0.0659 2.4426 -0.2464 0.1633 -0.1957 0.3366
H 1.7415 -1.4044 -0.3783 -0.1730 0.0818 -0.1508 0.3006
H 2.4408 0.0061 -1.2038 -0.0767 -0.0424 0.0471 0.2947
H 3.1617 -0.6261 0.3084 -0.0037 0.1135 -0.0592 0.3601
C -1.1930 -0.1537 -0.5481 -1.4925 -1.9455 2.3313 0.2789
C -1.9455 0.9438 -0.5662 0.8901 -0.0473 0.5270 -0.5923
O -1.0663 -1.0361 -1.5636 -0.1151 -0.1005 0.4171 -0.4810
H -1.9460 -1.3875 -1.7899 0.4682 0.0015 0.1650 0.3627
H 0.4237 0.8341 -0.0790 1.6926 -0.2856 1.1095 0.1156
H -2.6071 1.1455 -1.3992 0.5178 0.1267 -0.2458 0.2510
H -1.8329 1.6914 0.2087 -0.4965 -0.3482 0.2558 0.3109
```
Forces are in eV/Å.

Calculated values
Energy relative to the best compared isomer or geometry (same formula, charge and spin)   160.1 kcal per mole
E_tot   -457.9780 a.u.
Max |F|   3.53 eV/Å
Gap between HOMO and LUMO   9.58 eV